Below is a molecular structure, C12H27IrN2O2SSe3Te at a distorted geometry, with properties calculated with wB97M-V/def2-TZVPD.

Calculated values
* lowest unoccupied orbital energy (alpha / beta): -11.850 / -11.512 eV
* orbital gap (alpha / beta): 0.136 / 0.148 hartree
* HOMO level (alpha / beta): -15.55 / -15.54 eV
* energy relative to the best compared isomer or geometry (same formula, charge and spin): 71.21 kcal/mol
* E_tot: -8707.107701 Ha

The geometry in ORCA input format:
```
! RIJCOSX wB97M-V def2-TZVPD def2/J DEFGRID3
* xyz 3 2
Ir 0.15611 -0.90130 -0.04565
Se 4.54231 -1.93400 -0.68415
Se 5.87681 -3.68960 -0.69695
Te 4.31241 -5.79560 -0.47825
Se 2.49901 -4.92550 0.80425
C 1.27191 3.41870 0.12845
C 0.53661 2.08420 0.36475
N 1.41941 0.94390 0.05685
C 2.51481 0.93280 1.04185
C 3.19371 2.31950 1.10225
N 2.71171 3.11950 -0.04975
C 2.91071 2.37530 -1.31455
C 2.00221 1.12890 -1.28495
H 1.14041 4.08510 0.98205
H 0.90181 3.93420 -0.76035
H -0.35489 2.03350 -0.26375
H 0.22191 1.99340 1.40495
H 3.23271 0.15670 0.75605
H 2.11231 0.67360 2.02155
H 4.28051 2.22160 1.05865
H 2.93921 2.85210 2.02225
H 3.23551 4.00030 -0.09075
H 3.96031 2.09250 -1.40245
H 2.66331 3.02680 -2.15495
H 2.58771 0.23870 -1.53835
H 1.19091 1.22660 -2.00785
C -2.88309 -3.96250 -0.36935
S -1.14469 -4.09000 0.16235
C -1.35369 -3.68050 1.93285
O -0.54159 -2.81000 -0.42475
H -3.23099 -2.94890 -0.20665
H -3.48059 -4.68320 0.18105
H -2.93139 -4.19730 -1.42865
H -0.96629 -4.50450 2.52255
H -2.39249 -3.51470 2.19385
H -0.76429 -2.79010 2.14135
C -3.54789 1.44400 -1.24335
C -4.08529 1.09810 0.15515
C -2.97269 0.23410 0.78015
O -1.91159 0.18030 -0.19475
C -2.53389 0.33140 -1.48325
H -3.03359 2.40640 -1.22745
H -4.32259 1.48040 -2.00405
H -5.01879 0.54180 0.09385
H -4.26659 1.99580 0.74105
H -3.33829 -0.77740 0.99595
H -2.55759 0.66230 1.69365
H -3.02589 -0.60160 -1.77545
H -1.75579 0.57440 -2.20725
*
```

Atomic partial charges in e from the Löwdin method, atoms 1 to 4:
1 Ir 0.8095
2 Se 0.1799
3 Se 0.0782
4 Te 0.7245